(1)
{"formula": "C24H35N3O4", "method": "ωB97M-V/def2-TZVPD", "homo_lumo_gap_ev": 8.83, "lumo_ev": 0.63, "smiles": "Cc1ccc(N2C[C@@H](C(=O)N3CCC(C(=O)NCCCOC(C)C)CC3)CC2=O)cc1", "homo_energy_ev": -8.2, "total_energy_ha": -1400.826239, "relative_energy_ev": 1.269, "symbols": ["C", "C", "C", "C", "C", "N", "C", "C", "C", "O", "N", "C", "C", "C", "C", "O", "N", "C", "C", "C", "O", "C", "C", "C", "C", "C", "C", "C", "O", "C", "C", "H", "H", "H", "H", "H", "H", "H", "H", "H", "H", "H", "H", "H", "H", "H", "H", "H", "H", "H", "H", "H", "H", "H", "H", "H", "H", "H", "H", "H", "H", "H", "H", "H", "H", "H"], "xyz": [[-2.634, 3.090, 7.054], [-2.204, 3.222, 5.625], [-1.708, 2.139, 4.915], [-1.323, 2.263, 3.592], [-1.424, 3.490, 2.939], [-1.014, 3.618, 1.604], [-0.173, 2.611, 0.987], [0.323, 3.259, -0.316], [0.453, 2.227, -1.437], [-0.438, 2.076, -2.254], [1.594, 1.507, -1.491], [2.620, 1.400, -0.479], [2.415, 0.121, 0.350], [1.729, -0.957, -0.494], [2.074, -2.359, 0.010], [3.062, -2.605, 0.671], [1.165, -3.283, -0.360], [1.423, -4.702, -0.281], [1.617, -5.302, -1.676], [0.355, -5.208, -2.533], [0.102, -3.854, -2.849], [-0.938, -3.624, -3.792], [-0.793, -2.179, -4.258], [-2.325, -3.867, -3.195], [2.203, -0.837, -1.947], [1.724, 0.497, -2.531], [-0.770, 4.280, -0.617], [-1.407, 4.587, 0.724], [-2.137, 5.521, 0.957], [-1.920, 4.583, 3.648], [-2.305, 4.442, 4.965], [-2.199, 3.884, 7.660], [-3.718, 3.170, 7.130], [-2.331, 2.130, 7.465], [-1.620, 1.177, 5.398], [-0.954, 1.390, 3.077], [0.645, 2.345, 1.662], [-0.757, 1.709, 0.760], [1.274, 3.771, -0.155], [2.630, 2.276, 0.167], [3.582, 1.359, -0.999], [3.379, -0.265, 0.686], [1.813, 0.325, 1.235], [0.642, -0.826, -0.469], [0.470, -3.031, -1.051], [0.584, -5.194, 0.223], [2.326, -4.832, 0.320], [2.428, -4.775, -2.182], [1.892, -6.353, -1.580], [-0.493, -5.643, -1.985], [0.492, -5.781, -3.462], [-0.789, -4.303, -4.648], [0.209, -2.008, -4.643], [-1.513, -1.967, -5.043], [-0.970, -1.499, -3.429], [-3.085, -3.602, -3.924], [-2.462, -4.911, -2.924], [-2.461, -3.253, -2.308], [3.293, -0.900, -1.963], [1.810, -1.659, -2.547], [0.739, 0.392, -2.992], [2.424, 0.855, -3.294], [-0.405, 5.188, -1.092], [-1.523, 3.835, -1.274], [-2.012, 5.538, 3.159], [-2.688, 5.302, 5.496]]}


(2)
{"formula": "C5H13N2O3", "method": "ωB97M-V/def2-TZVPD", "charge": 1, "homo_lumo_gap_ev": 11.50, "lumo_ev": -3.11, "homo_energy_ev": -14.6, "total_energy_ha": -533.269604, "relative_energy_ev": 2.325, "symbols": ["C", "C", "C", "C", "C", "N", "N", "O", "O", "O", "H", "H", "H", "H", "H", "H", "H", "H", "H", "H", "H", "H", "H"], "xyz": [[-1.182, -0.584, 0.991], [0.188, -0.455, 1.755], [1.751, 0.457, 0.111], [-0.855, -0.106, -1.464], [0.618, -1.653, -0.104], [-0.713, -1.159, -0.343], [1.148, -0.607, 0.692], [2.339, 0.104, -1.075], [-0.774, 2.740, -0.393], [1.788, 1.621, 0.496], [-2.054, -1.169, 1.467], [-1.668, 0.330, 1.045], [0.229, 0.517, 2.404], [0.351, -1.237, 2.458], [-0.832, 0.978, -1.082], [-0.144, -0.278, -2.322], [-1.758, -0.255, -2.143], [-1.479, 3.339, -0.288], [0.591, -2.527, 0.490], [1.182, -1.661, -1.088], [-1.303, -1.929, -0.477], [2.647, 0.931, -1.406], [-0.069, 2.602, 0.277]]}


(3)
{"formula": "C3H3NO", "method": "ωB97M-V/def2-TZVPD", "homo_lumo_gap_ev": 9.36, "lumo_ev": 0.25, "smiles": "C=C=O.C#N", "homo_energy_ev": -9.1, "total_energy_ha": -246.007621, "relative_energy_ev": 2.284, "symbols": ["C", "C", "O", "H", "H", "C", "N", "H"], "xyz": [[-0.297, -0.848, -0.107], [-1.311, -0.028, 0.076], [-2.105, 0.708, 0.505], [0.106, -1.168, -1.051], [-0.031, -1.389, 0.793], [1.135, 0.822, -0.076], [2.110, 0.524, 0.475], [0.393, 1.379, -0.615]]}


(4)
{"formula": "C3H3F3N3", "method": "ωB97M-V/def2-TZVPD", "charge": 1, "homo_lumo_gap_ev": 9.56, "lumo_ev": -5.87, "smiles": "F\\C=[NH+]/C(F)=N\\C=N\\F", "homo_energy_ev": -15.4, "total_energy_ha": -579.578700, "relative_energy_ev": 2.694, "symbols": ["F", "C", "N", "C", "F", "N", "C", "N", "F", "H", "H", "H"], "xyz": [[-1.193, 1.332, 1.243], [-0.042, 1.286, 0.691], [0.080, 0.995, -0.563], [-0.948, 0.274, -1.325], [-1.256, 0.925, -2.404], [-1.409, -0.843, -1.050], [-1.105, -1.676, -0.014], [-0.729, -1.200, 1.105], [-0.471, -2.088, 2.081], [0.785, 1.632, 1.314], [0.966, 1.177, -1.046], [-1.272, -2.732, -0.226]]}


(5)
{"formula": "C4H5N2O2", "method": "ωB97M-V/def2-TZVPD", "charge": -1, "homo_lumo_gap_ev": 7.05, "lumo_ev": 4.10, "smiles": "O=C([O-])N1CCC=N1", "homo_energy_ev": -3.0, "total_energy_ha": -415.404006, "relative_energy_ev": 2.370, "symbols": ["O", "C", "O", "N", "C", "C", "C", "N", "H", "H", "H", "H", "H"], "xyz": [[-3.116, 0.486, 0.134], [-2.394, -0.403, -0.100], [-2.371, -1.567, -0.195], [-0.748, 0.113, -0.311], [0.306, -0.895, -0.034], [1.536, 0.015, 0.054], [0.912, 1.416, 0.056], [-0.383, 1.341, -0.175], [0.296, -1.607, -0.842], [0.253, -1.161, 1.067], [2.158, -0.002, -0.797], [2.169, -0.014, 0.997], [1.384, 2.278, 0.148]]}


(6)
{"formula": "C4H6N2", "method": "ωB97M-V/def2-TZVPD", "homo_lumo_gap_ev": 9.61, "lumo_ev": 1.05, "homo_energy_ev": -8.6, "total_energy_ha": -265.302313, "relative_energy_ev": 6.347, "symbols": ["C", "C", "C", "C", "N", "N", "H", "H", "H", "H", "H", "H"], "xyz": [[-0.205, -1.584, 0.622], [-0.602, -0.342, 0.002], [0.575, 0.382, 0.662], [-0.828, 0.959, 0.608], [0.037, -2.069, -0.636], [-0.468, -0.891, -1.389], [0.800, -0.188, 1.582], [1.238, 0.681, -0.160], [-1.013, 1.794, -0.024], [-1.514, 0.797, 1.517], [0.461, -2.781, -1.121], [0.386, -0.604, -1.987]]}